Here is a cluster of 5 separate species, C4H16O4 in total from the OMol25 dataset. Energies are from ωB97M-V with the def2-TZVPD basis set.

```
24
C4H16O4 | the OMol25 dataset | ωB97M-V with the def2-TZVPD basis set
C 1.5766 -0.2211 0.1109
C 1.1483 0.5989 -1.0765
C 0.1655 0.2346 -1.8874
C -0.4794 1.2038 -2.6755
H 1.0566 -1.1150 0.3727
H 2.6732 -0.4610 -0.1717
H 1.6535 0.4263 1.0928
H 1.6532 1.5598 -1.1422
H -0.2713 -0.6662 -1.6533
H -1.2707 2.0671 -2.3349
H -0.9630 0.9317 -3.6009
H 0.3524 1.8440 -3.0478
O -1.5844 -0.3277 0.6505
H -1.7089 0.0479 -0.2453
H -0.8927 0.1907 0.9739
O -0.7154 2.1948 1.8566
H -0.8304 1.3685 1.4386
H -1.5843 2.3579 2.2479
O 0.3683 -3.5216 -0.3994
H 1.3094 -3.6413 -0.5131
H 0.0249 -2.5705 -0.1842
O -0.6730 -0.5165 3.2856
H -0.0738 -0.6656 3.9905
H -0.9346 -1.3196 2.9123
```

LUMO ... 0.0218 Ha
Frontier orbital gap ... 0.3619 hartree
HOMO ... -9.3 eV
Charge ... 0
Energy above the lowest of the compared OMol25 structures with the same formula, charge and spin ... 292.9 kJ/mol
Strongest force on any atom ... 0.1239 Eh/bohr

Here is a cluster of 3 separate species, C4H17N2O2 in total from the OMol25 dataset. Energies are from ωB97M-V with the def2-TZVPD basis set.

```
25
C4H17N2O2 | the OMol25 dataset | ωB97M-V with the def2-TZVPD basis set
N 2.2893 0.9558 2.0084
C 1.2022 -0.0260 2.1175
C 0.1398 0.3692 1.1290
N 0.5343 0.0005 -0.2546
C 0.5259 -1.4856 -0.5754
C -0.1898 -1.7504 -1.8522
H 1.3966 0.4668 -0.4970
H 3.1712 0.5351 2.2654
H 2.1816 1.7270 2.6561
H 1.5762 -1.0041 1.8143
H 0.7959 -0.1153 3.1249
H -0.1968 1.4042 1.0554
H -0.8448 -0.1036 1.2209
H -0.1368 0.3972 -0.9543
H 0.0803 -1.9723 0.2853
H 1.5656 -1.8062 -0.6524
H -1.2798 -1.7360 -1.6903
H -0.0563 -1.1747 -2.7532
H -0.2119 -2.8384 -2.0178
H -1.6664 1.1573 -1.4397
H -0.8744 1.7680 -2.6011
O -1.0447 0.9416 -2.1852
H -3.5316 1.0754 -0.5502
H -2.7309 2.0106 0.4519
O -2.6947 1.2040 -0.1056
```

LUMO (spin up / spin down) ... 0.0150 / 0.0107 Ha
Frontier orbital gap (spin up / spin down) ... 0.1091 / 0.3983 hartree
HOMO (spin up / spin down) ... -2.6 / -10.5 eV
Multiplicity ... 2
⟨S²⟩ ... 0.750
Charge ... 0
Energy above the lowest of the compared OMol25 structures with the same formula, charge and spin ... 114.3 kJ/mol
Strongest force on any atom ... 0.0658 Eh/bohr

Here is a cluster of 3 separate species, C4H17N2O2 in total from the OMol25 dataset. Energies are from ωB97M-V with the def2-TZVPD basis set.

```
25
C4H17N2O2 | the OMol25 dataset | ωB97M-V with the def2-TZVPD basis set
N -1.1700 -1.5685 -1.5931
C -2.0678 -0.7564 -0.8282
C -1.5143 -0.4072 0.5590
N -0.0482 -0.3994 0.6582
C 0.4823 1.0279 0.5423
C 1.9731 1.0521 0.2081
H 0.4951 -0.8786 -0.0602
H -1.2107 -1.3660 -2.5597
H -1.2093 -2.5382 -1.3474
H -2.3665 0.1675 -1.3282
H -3.0934 -1.0998 -0.6258
H -1.8672 -1.1990 1.2368
H -2.0255 0.4078 1.0640
H 0.2203 -0.6889 1.5999
H 0.2177 1.5470 1.4540
H 0.0390 1.4507 -0.3529
H 2.6710 0.7513 0.9816
H 2.0767 0.4605 -0.7044
H 2.2242 2.0713 -0.0543
H 0.8939 0.8348 -2.6940
H -0.2912 1.4709 -3.4084
O 0.0576 1.2865 -2.5341
H 1.3902 -0.9437 3.6296
H 2.6429 -0.3744 3.0437
O 1.6919 -0.2021 3.0885
```

LUMO ... -0.1013 Ha
Frontier orbital gap ... 0.3910 hartree
HOMO ... -13.4 eV
Charge ... +1
Energy above the lowest of the compared OMol25 structures with the same formula, charge and spin ... 121.8 kJ/mol
Strongest force on any atom ... 0.0545 Eh/bohr

Here is a cluster of 3 separate species, C4H17N2O2 in total from the OMol25 dataset. Energies are from ωB97M-V with the def2-TZVPD basis set.

```
25
C4H17N2O2 | the OMol25 dataset | ωB97M-V with the def2-TZVPD basis set
C 0.2742 1.8229 -1.1102
N 1.3422 2.8310 -0.8836
C 0.7943 0.4427 -0.7789
N -0.3514 -0.5183 -0.7843
C -0.1355 -2.0129 -0.4031
C 1.0764 -2.1070 0.4849
H -0.5766 2.0457 -0.4484
H -0.0835 1.8373 -2.1356
H 0.9746 3.5669 -0.3479
H 1.5996 3.2018 -1.7562
H 1.7003 0.0737 -1.3671
H 1.1526 0.3671 0.4076
H -1.0755 -0.0689 -0.1785
H -0.8332 -0.4740 -1.7716
H 0.1123 -2.6815 -1.3278
H -1.0034 -2.4548 0.0372
H 0.6063 -2.3439 1.5244
H 1.7431 -3.1093 0.1692
H 1.7917 -1.1251 0.6100
H -2.4183 -1.3085 1.4025
H -3.3746 -0.0264 1.0200
O -2.6378 -0.5780 0.8354
H 0.3557 1.1846 2.6502
H -0.9881 0.5469 2.2041
O -0.0455 0.8882 1.9477
```

LUMO ... -0.1131 Ha
Frontier orbital gap ... 0.3675 hartree
HOMO ... -13.1 eV
Charge ... +1
Energy above the lowest of the compared OMol25 structures with the same formula, charge and spin ... 328.3 kJ/mol
Strongest force on any atom ... 0.1776 Eh/bohr